ORCA calculation (the ωB97M-V functional and the def2-TZVPD basis) on 5 unconnected molecules or ions with the total composition C2H14N2O4 in a non-equilibrium geometry.

The geometry in XYZ format:
```
22
Properties=species:S:1:pos:R:3
C -1.78 -1.43 -0.01
N -1.53 -0.06 -0.42
C -1.44 0.31 -1.70
N -0.86 1.40 -2.08
H -2.25 -1.45 0.96
H -0.86 -2.02 -0.06
H -2.49 -1.81 -0.74
H -1.22 0.62 0.27
H -1.84 -0.41 -2.42
H -1.08 1.65 -3.04
H -0.26 -1.38 2.31
H 1.09 -0.96 2.08
O 0.22 -0.54 2.19
H 0.04 2.31 0.00
H 0.61 1.70 1.27
O -0.18 2.12 0.93
H 1.11 0.66 -1.50
H 2.00 -0.52 -1.52
O 1.73 0.19 -0.91
H 2.75 -0.02 0.72
H 3.16 0.12 2.20
O 3.08 -0.48 1.46
```

For the maximum force, the calculation gives 2.36 eV/Å. For the total energy, the calculation gives -495.06597 Eh. Its structure (SMILES) is [H]/N=C/NC.O.O.O.O. The calculation puts the HOMO energy at -8.893 eV. The calculation puts the energy above the lowest of the compared OMol25 structures with the same formula, charge and spin at 41.9 kJ/mol. The orbital gap comes out at 9.517 eV.